(a)
This record from OMol25 describes one molecule with the formula C5H7N3. The level of theory is wB97M-V/def2-TZVPD.

The geometry in XYZ format:
```
15
Properties=species:S:1:pos:R:3
H -3.40 0.94 -0.03
N -2.39 1.36 -0.32
C -1.61 0.33 0.12
N -2.19 -1.07 0.24
C -0.03 0.42 0.09
C 1.00 1.46 0.17
C 2.11 0.70 0.13
N 1.98 -0.62 -0.13
C 0.70 -0.88 -0.06
H -1.39 -1.53 0.87
H -1.93 -1.51 -0.64
H 1.22 2.70 0.42
H 2.99 1.14 -0.22
H 2.60 -1.53 -0.39
H 0.35 -1.92 -0.25
```

The value obtained for the HOMO energy is -8.383 eV. As for the LUMO energy: 0.3 eV. The SMILES is [H]/N=C(\N)c1cc[nH]c1.

(b)
This record from OMol25 describes one molecule with the formula C5H7N3. The level of theory is wB97M-V/def2-TZVPD.

The geometry in XYZ format:
```
15
Properties=species:S:1:pos:R:3
H -1.84 1.26 1.04
N -1.52 1.91 0.33
C -0.38 1.63 -0.15
N 0.18 2.26 -1.19
N 0.62 0.51 0.52
C 0.09 -0.56 0.20
C -1.11 -1.29 -0.23
C 1.37 -1.65 0.76
C 2.43 -2.19 1.02
H 1.18 2.14 -1.25
H -0.15 3.22 -1.30
H -0.91 -1.75 -1.21
H -1.29 -2.10 0.49
H -2.00 -0.67 -0.29
H 3.31 -2.73 1.28
```

The value obtained for the HOMO energy is -9.323 eV. As for the LUMO energy: 0.9 eV. The SMILES is [H]/N=C(N)\N=C(/C)C#C.

(c)
This record from OMol25 describes one molecule with the formula C5H7N3. The level of theory is wB97M-V/def2-TZVPD.

The geometry in XYZ format:
```
15
Properties=species:S:1:pos:R:3
C 2.46 -0.97 -0.01
C 1.13 -0.23 0.00
N 1.18 1.11 0.01
C -0.03 1.70 0.02
N -1.20 1.09 -0.03
C -1.13 -0.26 -0.01
C -2.44 -1.00 0.01
N 0.02 -0.97 0.02
H 2.82 -1.14 1.00
H 2.30 -1.95 -0.50
H 3.22 -0.36 -0.52
H -0.06 2.80 0.01
H -2.29 -2.00 -0.42
H -2.76 -1.02 1.05
H -3.19 -0.46 -0.58
```

The value obtained for the HOMO energy is -10.164 eV. As for the LUMO energy: 0.8 eV. The SMILES is Cc1ncnc(C)n1.

Tell me which of them is the most stable. Sure, it is (c).

(a)
This record from OMol25 describes one molecule with the formula C5H7N3. The level of theory is wB97M-V/def2-TZVPD.

The geometry in XYZ format:
```
15
Properties=species:S:1:pos:R:3
C 2.10 0.12 -0.45
C 1.13 -0.06 -1.38
N -0.03 -0.10 -0.67
C 0.28 0.15 0.63
N 1.56 0.25 0.87
N -0.91 0.38 1.32
C -1.92 -0.36 0.60
C -1.49 -0.18 -0.85
H 3.16 0.02 -0.56
H 1.16 -0.36 -2.42
H -0.86 0.29 2.32
H -1.84 -1.42 0.83
H -2.92 0.00 0.75
H -1.87 0.81 -1.28
H -1.72 -1.00 -1.54
```

The value obtained for the HOMO energy is -7.883 eV. As for the LUMO energy: 0.9 eV. The SMILES is c1cn2c(n1)NCC2.

(b)
This record from OMol25 describes C5H7N3 as an isolated structure. The level of theory is wB97M-V/def2-TZVPD.

The geometry in XYZ format:
```
15
Properties=species:S:1:pos:R:3
C -1.68 -0.93 0.54
C -0.85 -0.21 -0.57
C -0.44 1.27 -0.31
C 0.89 0.68 -0.01
C 0.65 -0.52 -0.51
H -0.94 -1.23 1.33
H -2.21 -1.80 0.11
H -2.47 -0.22 0.99
H -1.27 -0.45 -1.52
H -0.38 1.95 -1.19
H -0.98 1.69 0.53
H 3.00 1.27 0.68
N 2.25 0.59 0.35
N 2.74 -0.70 0.06
N 1.70 -1.40 -0.46
```

The value obtained for the HOMO energy is -9.356 eV. As for the LUMO energy: 0.8 eV.

Tell me which of them is the most stable. Sure, it is (a).

(a)
This record from OMol25 describes a 7-piece molecular cluster, C6H29N2O6 overall. The level of theory is wB97M-V/def2-TZVPD.

The geometry in XYZ format:
```
43
Properties=species:S:1:pos:R:3
N -0.33 1.38 1.29
C -0.49 0.60 0.05
C -1.54 -0.48 0.30
C -1.99 -1.25 -0.96
C -3.18 -2.19 -0.63
C 0.82 -0.03 -0.41
N 1.66 0.91 -1.18
C 2.83 0.20 -1.70
H 0.27 0.86 2.00
H -1.22 1.41 1.80
H 0.07 2.31 1.08
H -0.81 1.19 -0.79
H -1.31 -1.19 1.09
H -2.47 0.03 0.62
H -1.15 -1.87 -1.24
H -2.21 -0.58 -1.79
H -3.31 -2.24 0.45
H -4.08 -1.76 -1.04
H -2.98 -3.19 -1.01
H 1.34 -0.52 0.42
H 0.64 -0.81 -1.13
H 2.00 1.70 -0.64
H 3.39 0.79 -2.42
H 2.48 -0.67 -2.26
H 3.46 -0.23 -0.91
H 1.14 4.36 0.58
H 0.31 3.83 -0.69
O 0.93 3.60 0.03
H 0.81 -3.27 2.42
H -0.48 -2.73 3.11
O 0.43 -2.49 2.89
H 2.53 -4.61 1.76
H 1.20 -5.30 1.46
O 1.62 -4.42 1.46
H -1.58 2.72 -1.97
H -2.17 4.03 -1.36
O -1.89 3.13 -1.14
H 1.16 -1.01 2.98
H 1.74 0.29 3.69
O 1.29 -0.03 2.90
H 0.44 3.16 -3.50
H 0.65 1.90 -2.57
O -0.01 2.45 -3.05
```

The value obtained for the HOMO energy is -12.349 eV. As for the LUMO energy: -2.3 eV. The total charge is +1.

(b)
This record from OMol25 describes a 7-piece molecular cluster, C6H29N2O6 overall. The level of theory is wB97M-V/def2-TZVPD.

The geometry in XYZ format:
```
43
Properties=species:S:1:pos:R:3
N -1.22 -2.51 -0.11
C -0.55 -1.31 -0.75
C 0.13 -1.75 -2.02
C 0.47 -0.75 0.24
N -0.16 -0.40 1.53
C 0.72 1.93 1.87
C -0.50 1.03 1.74
C -1.44 1.55 0.65
H -0.64 -3.35 -0.15
H -1.35 -2.29 0.88
H -2.16 -2.68 -0.53
H -1.34 -0.57 -0.95
H -0.55 -2.19 -2.75
H 0.58 -0.90 -2.55
H 0.93 -2.49 -1.83
H 0.98 0.12 -0.19
H 1.26 -1.49 0.42
H 0.51 -0.67 2.24
H 0.45 2.97 2.12
H 1.27 2.01 0.94
H 1.41 1.52 2.60
H -1.05 1.10 2.68
H -1.84 2.53 0.96
H -0.91 1.69 -0.29
H -2.29 0.89 0.51
H -0.72 2.96 -3.31
H -0.26 2.03 -4.42
O -0.18 2.18 -3.47
H 4.55 1.08 -0.42
H 3.15 1.46 -0.95
O 3.62 1.11 -0.15
H -1.89 -0.87 2.23
H -3.07 -1.53 3.02
O -2.67 -1.46 2.16
H 3.02 -0.10 1.43
H 3.37 -0.73 2.75
O 2.65 -0.70 2.11
H -4.62 -1.65 -0.56
H -3.53 -1.33 0.54
O -3.67 -1.58 -0.40
H 1.47 2.05 -2.75
H 2.77 2.90 -2.75
O 2.41 2.07 -2.45
```

The value obtained for the HOMO energy is -12.497 eV. As for the LUMO energy: -2.3 eV. The total charge is +1.

Tell me which of them is the most stable. Sure, it is (b).

(a)
This record from OMol25 describes one molecule with the formula C4H7NO. The level of theory is wB97M-V/def2-TZVPD.

The geometry in XYZ format:
```
13
Properties=species:S:1:pos:R:3
N -1.65 -1.96 0.92
C -1.42 -0.74 0.47
O -0.35 -0.80 -0.39
C 0.46 0.25 0.10
C 0.30 1.62 -0.47
C 1.49 0.76 -0.84
H -2.31 -2.03 1.68
H -1.12 -2.78 0.64
H 0.71 0.16 1.15
H -0.49 1.73 -1.20
H 0.44 2.47 0.19
H 2.46 1.00 -0.43
H 1.49 0.30 -1.82
```

The value obtained for the HOMO energy is -8.523 eV. As for the LUMO energy: 1.1 eV.

(b)
This record from OMol25 describes one molecule with the formula C4H7NO. The level of theory is wB97M-V/def2-TZVPD.

The geometry in XYZ format:
```
13
Properties=species:S:1:pos:R:3
C -0.79 1.11 -0.08
O -1.39 -0.02 -0.60
C -0.77 -1.18 -0.07
C 0.65 -0.74 0.26
N 1.25 -0.06 -0.90
C 0.62 0.73 0.21
H -0.81 2.02 -0.73
H -1.25 1.42 0.89
H -1.28 -1.45 0.89
H -0.91 -1.93 -0.80
H 1.21 -1.32 0.94
H 2.28 -0.03 -0.80
H 1.20 1.44 0.79
```

The value obtained for the HOMO energy is -9.356 eV. As for the LUMO energy: 1.0 eV. The SMILES is C1OC[C@H]2N[C@@H]12.

(c)
This record from OMol25 describes one molecule with the formula C4H7NO. The level of theory is wB97M-V/def2-TZVPD.

The geometry in XYZ format:
```
13
Properties=species:S:1:pos:R:3
C 2.00 -0.31 0.43
C 0.60 0.28 0.30
O 0.37 1.34 0.86
C -0.51 -0.33 -0.53
C -1.93 -0.17 -0.06
N -1.43 0.66 -1.12
H 2.30 -1.02 -0.35
H 2.12 -0.79 1.40
H 2.70 0.54 0.42
H -0.24 -1.14 -1.21
H -2.08 0.28 0.92
H -2.71 -0.88 -0.35
H -1.17 1.56 -0.72
```

The value obtained for the HOMO energy is -9.852 eV. As for the LUMO energy: 1.0 eV. The SMILES is CC(=O)[C@H]1CN1.

(d)
This record from OMol25 describes a 2-piece molecular cluster, C4H7NO overall. The level of theory is wB97M-V/def2-TZVPD.

The geometry in XYZ format:
```
13
Properties=species:S:1:pos:R:3
C -0.84 -1.42 0.06
C -1.46 -0.10 -0.43
C -1.51 0.93 0.60
N -0.72 1.20 -0.35
H -1.06 -2.16 -0.68
H -1.04 -1.75 1.04
H 0.18 -1.22 -0.05
H -2.20 -0.06 -1.10
H -1.87 1.31 1.60
C 2.65 0.78 -0.12
O 2.74 -0.41 -0.14
H 1.65 1.40 -0.35
H 3.47 1.52 -0.08
```

The value obtained for the HOMO energy is -9.537 eV. As for the LUMO energy: 1.1 eV. The SMILES is C[C@H]1C=N1.C=O.

Tell me which of them is the most stable. Sure, it is (c).

(a)
This record from OMol25 describes a 2-piece molecular cluster, C4H7NO overall. The level of theory is wB97M-V/def2-TZVPD.

The geometry in XYZ format:
```
13
Properties=species:S:1:pos:R:3
O 1.59 0.36 2.67
C 0.90 -0.12 1.79
C 1.07 0.14 0.38
N 0.22 -0.39 -0.49
C -0.44 -0.24 -1.59
C -1.16 -0.88 -0.49
H 0.06 -0.81 2.04
H 1.91 0.72 0.01
H -0.23 1.83 -0.17
H -0.32 -0.01 -2.63
H -0.59 1.67 -0.82
H -1.84 -0.30 0.14
H -1.29 -1.96 -0.45
```

The value obtained for the HOMO energy is -8.139 eV. As for the LUMO energy: 0.2 eV.

(b)
This record from OMol25 describes one molecule with the formula C4H7NO. The level of theory is wB97M-V/def2-TZVPD.

The geometry in XYZ format:
```
13
Properties=species:S:1:pos:R:3
O -1.83 0.08 -1.35
C -0.68 0.73 -0.89
C -0.36 0.52 0.68
C 0.93 -0.22 0.99
N 0.91 -1.50 1.01
C 0.66 0.24 -1.09
H -1.58 -0.82 -1.60
H -0.82 1.80 -1.03
H -1.21 -0.04 1.07
H -0.30 1.52 1.12
H 1.80 0.40 1.22
H 1.84 -1.87 1.20
H 0.63 -0.84 -1.32
```

The value obtained for the HOMO energy is -8.981 eV. As for the LUMO energy: 0.0 eV.

(c)
This record from OMol25 describes one molecule with the formula C4H7NO. The level of theory is wB97M-V/def2-TZVPD.

The geometry in XYZ format:
```
13
Properties=species:S:1:pos:R:3
O -0.80 2.45 -0.69
N -0.97 1.14 -1.13
C -0.32 0.32 -0.42
C 0.58 0.36 0.80
C 0.61 -1.20 0.74
C -0.24 -1.18 -0.56
H -1.35 2.96 -1.29
H 1.55 0.84 0.63
H 0.14 0.80 1.69
H 1.60 -1.64 0.63
H 0.11 -1.68 1.58
H 0.29 -1.50 -1.46
H -1.21 -1.69 -0.52
```

The value obtained for the HOMO energy is -9.427 eV. As for the LUMO energy: 1.1 eV. The SMILES is ON=C1CCC1.

(d)
This record from OMol25 describes one molecule with the formula C4H7NO. The level of theory is wB97M-V/def2-TZVPD.

The geometry in XYZ format:
```
13
Properties=species:S:1:pos:R:3
O 0.62 2.14 -0.27
C 0.69 0.77 -0.22
C 0.52 -0.45 1.22
N 0.32 -1.43 0.33
C -0.92 -1.11 -0.34
C -0.28 0.05 -1.00
H -0.32 2.39 -0.30
H 1.75 0.51 -0.26
H -0.32 -0.03 1.79
H 1.46 -0.47 1.77
H -1.77 -0.88 0.33
H -1.21 -1.89 -1.05
H -0.55 0.41 -1.99
```

The value obtained for the HOMO energy is -8.516 eV. As for the LUMO energy: 0.0 eV.

Tell me which of them is the most stable. Sure, it is (c).

(a)
This record from OMol25 describes one molecule with the formula C4H7NO. The level of theory is wB97M-V/def2-TZVPD.

The geometry in XYZ format:
```
13
Properties=species:S:1:pos:R:3
C -1.38 -0.69 0.31
C -0.31 -0.07 -0.59
C 0.28 1.20 0.05
O 1.61 0.79 0.45
C 1.76 -0.46 -0.04
N 0.81 -1.01 -0.67
H -1.65 -1.68 -0.05
H -2.27 -0.05 0.37
H -0.96 -0.78 1.32
H -0.70 0.11 -1.60
H -0.27 1.52 0.94
H 0.36 2.05 -0.63
H 2.72 -0.93 0.16
```

The value obtained for the HOMO energy is -9.619 eV. As for the LUMO energy: 1.0 eV. The SMILES is C[C@H]1COC=N1.

(b)
This record from OMol25 describes one molecule with the formula C4H7NO. The level of theory is wB97M-V/def2-TZVPD.

The geometry in XYZ format:
```
13
Properties=species:S:1:pos:R:3
C -1.05 0.28 -1.23
C 0.12 0.50 -0.28
C -0.06 0.26 1.24
N 1.09 -0.65 1.18
C 1.15 -0.64 -0.19
O 1.73 -1.34 -0.99
H -1.04 0.99 -2.06
H -1.00 -0.72 -1.67
H -2.01 0.38 -0.72
H 0.62 1.46 -0.46
H -1.00 -0.25 1.48
H 0.08 1.12 1.90
H 1.35 -1.40 1.81
```

The value obtained for the HOMO energy is -9.727 eV. As for the LUMO energy: 1.0 eV. The SMILES is C[C@H]1CNC1=O.

Tell me which of them is the most stable. Sure, it is (b).

(a)
This record from OMol25 describes a 2-piece molecular cluster, C4H7NO overall. The level of theory is wB97M-V/def2-TZVPD.

The geometry in XYZ format:
```
13
Properties=species:S:1:pos:R:3
N -1.41 -1.21 -2.35
C -0.60 -0.72 -1.67
C 0.34 -0.08 -0.77
C -0.46 0.50 0.66
C 0.06 1.35 -0.41
H 1.38 -0.33 -1.03
H -0.16 0.72 1.69
H -1.46 0.08 0.63
H 0.98 1.84 -0.11
H -0.62 1.92 -1.01
O 0.96 -1.22 1.68
H 0.21 -1.74 1.98
H 0.83 -1.17 0.72
```

The value obtained for the HOMO energy is -9.941 eV. As for the LUMO energy: 0.8 eV. The SMILES is N#CC1CC1.O.

(b)
This record from OMol25 describes one molecule with the formula C4H7NO. The level of theory is wB97M-V/def2-TZVPD.

The geometry in XYZ format:
```
13
Properties=species:S:1:pos:R:3
C -1.74 -0.37 0.45
C -0.32 -0.49 -0.03
C 0.23 0.28 -1.16
N 0.58 0.65 0.19
C 1.92 0.54 0.61
O 2.80 -0.05 0.03
H -1.78 -0.47 1.54
H -2.35 -1.16 0.00
H -2.16 0.60 0.17
H 0.17 -1.45 0.16
H 0.95 -0.22 -1.82
H -0.32 1.13 -1.54
H 2.07 1.19 1.49
```

The value obtained for the HOMO energy is -9.820 eV. As for the LUMO energy: 1.0 eV. The SMILES is C[C@H]1CN1C=O.

(c)
This record from OMol25 describes one molecule with the formula C4H7NO. The level of theory is wB97M-V/def2-TZVPD.

The geometry in XYZ format:
```
13
Properties=species:S:1:pos:R:3
C -0.40 -1.17 -0.02
N -1.21 -0.14 0.54
C -0.64 1.12 -0.01
C 0.89 0.81 -0.10
O 1.45 0.02 0.90
C 1.02 -0.66 -0.25
H -0.55 -2.21 0.48
H -0.79 -1.34 -1.08
H -1.10 -0.13 1.54
H -0.80 2.01 0.53
H -0.87 1.36 -1.14
H 1.38 1.63 -0.59
H 1.62 -1.30 -0.79
```

The value obtained for the HOMO energy is -8.971 eV. As for the LUMO energy: 1.1 eV. The SMILES is C1NC[C@H]2O[C@@H]12.

(d)
This record from OMol25 describes one molecule with the formula C4H7NO. The level of theory is wB97M-V/def2-TZVPD.

The geometry in XYZ format:
```
13
Properties=species:S:1:pos:R:3
C 1.86 0.08 0.30
C 0.70 0.63 -0.48
O -0.24 1.40 0.33
C -0.65 0.19 -0.21
C -1.45 -0.92 0.29
N -1.84 -0.12 -0.92
H 2.60 0.86 0.48
H 1.49 -0.28 1.27
H 2.34 -0.75 -0.22
H 0.91 1.06 -1.46
H -2.01 -0.79 1.21
H -1.15 -1.94 0.06
H -2.56 0.56 -0.66
```

The value obtained for the HOMO energy is -9.398 eV. As for the LUMO energy: 1.1 eV. The SMILES is C[C@@H]1O[C@]12CN2.

Tell me which of them is the most stable. Sure, it is (b).

(a)
This record from OMol25 describes one molecule with the formula C4H7NO. The level of theory is wB97M-V/def2-TZVPD.

The geometry in XYZ format:
```
13
Properties=species:S:1:pos:R:3
C 1.55 -0.25 0.61
C 0.24 0.42 0.26
O 0.52 1.70 -0.27
C -0.63 -0.35 -0.71
C -1.93 -0.83 -0.30
N -2.02 0.25 -0.93
H 2.20 -0.36 -0.26
H 1.37 -1.24 1.05
H 2.08 0.36 1.35
H -0.35 0.52 1.20
H -0.31 2.04 -0.63
H -0.15 -0.74 -1.62
H -2.57 -1.51 0.25
```

The value obtained for the HOMO energy is -10.144 eV. As for the LUMO energy: 1.1 eV. The SMILES is C[C@@H](O)[C@H]1C=N1.

(b)
This record from OMol25 describes one molecule with the formula C4H7NO. The level of theory is wB97M-V/def2-TZVPD.

The geometry in XYZ format:
```
13
Properties=species:S:1:pos:R:3
O 1.58 -2.48 0.44
C 1.23 -1.42 0.01
C -0.19 -0.93 0.25
N -0.41 0.51 0.01
C 0.12 1.01 -1.11
C -1.13 1.15 0.93
H 1.90 -0.77 -0.59
H -0.45 -1.16 1.28
H -0.87 -1.49 -0.40
H -0.03 2.06 -1.32
H 0.50 0.33 -1.86
H -1.40 2.18 0.74
H -1.42 0.64 1.83
```

The value obtained for the HOMO energy is -7.045 eV. As for the LUMO energy: 0.8 eV.

(c)
This record from OMol25 describes one molecule with the formula C4H7NO. The level of theory is wB97M-V/def2-TZVPD.

The geometry in XYZ format:
```
13
Properties=species:S:1:pos:R:3
C 1.78 0.27 -0.17
N 0.42 0.16 -0.67
C -0.52 1.02 0.00
C -0.51 -0.45 0.28
C -1.70 -1.23 -0.15
O -2.12 -2.18 0.47
H 2.24 1.15 -0.63
H 2.36 -0.62 -0.43
H 1.82 0.41 0.93
H -0.18 1.68 0.80
H -1.27 1.46 -0.65
H -0.07 -0.82 1.21
H -2.24 -0.81 -1.02
```

The value obtained for the HOMO energy is -9.609 eV. As for the LUMO energy: 1.0 eV. The SMILES is CN1C[C@H]1C=O.

(d)
This record from OMol25 describes one molecule with the formula C4H7NO. The level of theory is wB97M-V/def2-TZVPD.

The geometry in XYZ format:
```
13
Properties=species:S:1:pos:R:3
C 1.68 0.42 0.50
C 0.47 -0.05 -0.25
C -0.38 -1.19 0.16
N -0.84 0.16 0.39
C -1.85 0.66 -0.46
O -2.53 0.00 -1.21
H 1.82 1.50 0.36
H 1.58 0.22 1.57
H 2.58 -0.08 0.13
H 0.48 0.13 -1.32
H -0.89 -1.77 -0.61
H -0.14 -1.74 1.07
H -1.98 1.75 -0.34
```

The value obtained for the HOMO energy is -10.012 eV. As for the LUMO energy: 1.0 eV. The SMILES is C[C@H]1CN1C=O.

Tell me which of them is the most stable. Sure, it is (d).